Formula: C42H48NOP2RuSSi2
Source: the Open Molecules 2025 dataset
Level of theory: ωB97M-V/def2-TZVPD

Positions of all 98 atoms, in Å:
1 Ru -0.60 0.03 -0.53
2 C -1.10 2.45 1.69
3 P -0.97 0.63 1.94
4 C 0.45 0.40 3.07
5 C 0.82 1.37 4.00
6 C 1.84 1.12 4.91
7 C 2.49 -0.11 4.90
8 C 2.12 -1.09 4.00
9 C 1.11 -0.83 3.08
10 C -2.30 0.23 3.13
11 C -3.28 1.13 3.50
12 C -4.26 0.78 4.42
13 C -4.26 -0.49 4.97
14 C -3.28 -1.40 4.61
15 C -2.30 -1.05 3.70
16 C -0.05 2.79 0.68
17 C 0.90 3.78 0.66
18 C 1.81 3.44 -0.38
19 C 1.37 2.28 -0.95
20 C 2.17 1.30 -1.76
21 P 2.45 -0.07 -0.54
22 C 3.71 0.74 0.52
23 C 4.91 1.21 -0.02
24 C 5.81 1.90 0.77
25 C 5.51 2.15 2.10
26 C 4.32 1.71 2.64
27 C 3.42 1.01 1.85
28 C 3.45 -1.32 -1.43
29 C 4.65 -1.84 -0.95
30 C 5.30 -2.86 -1.63
31 C 4.76 -3.38 -2.80
32 C 3.56 -2.88 -3.28
33 C 2.90 -1.88 -2.59
34 N 0.19 1.87 -0.32
35 H -0.98 3.02 2.61
36 H -2.10 2.65 1.31
37 H 0.31 2.32 4.03
38 H 2.13 1.88 5.62
39 H 3.29 -0.30 5.61
40 H 2.61 -2.05 3.99
41 H 0.81 -1.59 2.37
42 H -3.30 2.13 3.08
43 H -5.02 1.49 4.69
44 H -5.03 -0.77 5.69
45 H -3.27 -2.40 5.04
46 H -1.56 -1.78 3.39
47 H 0.96 4.62 1.33
48 H 2.73 3.95 -0.63
49 H 3.10 1.78 -2.08
50 H 1.67 0.90 -2.64
51 H 5.14 1.02 -1.06
52 H 6.74 2.26 0.34
53 H 6.22 2.70 2.72
54 H 4.07 1.91 3.67
55 H 2.48 0.69 2.27
56 H 5.09 -1.45 -0.04
57 H 6.23 -3.25 -1.25
58 H 5.28 -4.17 -3.34
59 H 3.12 -3.28 -4.19
60 H 1.94 -1.52 -2.94
61 C 0.03 -0.68 -4.28
62 Si -0.95 0.30 -2.95
63 C -0.70 2.10 -3.50
64 C -2.73 -0.08 -3.46
65 C -3.17 -0.24 -4.78
66 C -4.51 -0.47 -5.06
67 C -5.44 -0.52 -4.02
68 C -5.01 -0.34 -2.71
69 C -3.66 -0.12 -2.43
70 Si -3.02 0.25 -0.69
71 C -4.07 -0.92 0.38
72 C -3.68 2.00 -0.34
73 H -0.40 -0.41 -5.25
74 H -0.08 -1.76 -4.18
75 H 1.09 -0.44 -4.35
76 H -1.37 2.29 -4.34
77 H 0.31 2.32 -3.83
78 H -0.95 2.81 -2.71
79 H -2.47 -0.19 -5.60
80 H -4.84 -0.60 -6.08
81 H -6.48 -0.70 -4.23
82 H -5.74 -0.37 -1.91
83 H -5.10 -0.55 0.33
84 H -3.78 -0.99 1.42
85 H -4.07 -1.93 -0.03
86 H -4.61 2.08 -0.91
87 H -3.01 2.78 -0.69
88 H -3.93 2.17 0.71
89 C -1.92 -3.06 -1.59
90 S -0.96 -2.32 -0.27
91 C 0.51 -3.35 -0.41
92 O -1.56 -2.73 1.01
93 H -2.24 -4.05 -1.26
94 H -1.32 -3.13 -2.49
95 H -2.78 -2.43 -1.78
96 H 0.88 -3.39 -1.43
97 H 0.19 -4.33 -0.06
98 H 1.29 -2.94 0.24

Calculated values
Energy relative to the best compared isomer or geometry (same formula, charge and spin): 6.6 kcal/mol
2S+1: 2
Expectation value of S²: 0.758
E_HOMO (spin up / spin down): -7.396 / -7.370 eV

***

Formula: C42H49GeN9ORbSb
Source: the Open Molecules 2025 dataset
Level of theory: ωB97M-V/def2-TZVPD

Positions of all 104 atoms, in Å:
1 Rb -0.01 -0.64 0.04
2 C 0.09 -4.67 3.41
3 C -1.15 -4.90 4.02
4 C -2.11 -3.91 4.02
5 C -1.83 -2.65 3.41
6 N -0.62 -2.45 2.80
7 C 0.27 -3.43 2.81
8 C -2.75 -1.56 3.41
9 C -4.03 -1.61 4.08
10 C -4.82 -0.49 4.08
11 C -4.40 0.69 3.43
12 C -3.15 0.64 2.79
13 N -2.37 -0.41 2.77
14 C -2.62 1.84 2.06
15 C -3.46 2.84 1.59
16 C -2.92 3.95 0.96
17 C -1.54 4.03 0.80
18 C -0.78 2.96 1.26
19 N -1.30 1.91 1.89
20 H 0.86 -5.43 3.37
21 H -1.37 -5.85 4.48
22 H -3.07 -4.10 4.48
23 H 1.21 -3.22 2.29
24 H -4.36 -2.50 4.59
25 H -5.78 -0.52 4.59
26 H -5.00 1.59 3.46
27 H -4.53 2.74 1.69
28 H -3.56 4.74 0.58
29 H -1.07 4.87 0.32
30 H 0.30 2.95 1.11
31 N 2.21 -0.21 4.51
32 C 1.35 0.08 3.52
33 N 1.79 -0.44 2.40
34 C 2.92 -1.08 2.77
35 N 3.23 -0.97 4.04
36 C 3.71 -1.85 1.78
37 C 4.93 -2.43 2.10
38 N 5.63 -3.14 1.21
39 C 5.08 -3.26 0.01
40 C 3.86 -2.69 -0.31
41 N 3.17 -1.99 0.58
42 H 2.16 0.00 5.49
43 H 0.43 0.65 3.63
44 H 5.35 -2.32 3.10
45 H 5.64 -3.83 -0.73
46 H 3.40 -2.80 -1.29
47 C 2.48 0.40 -3.27
48 O 2.07 -0.17 -2.06
49 H 3.57 0.49 -3.35
50 H 2.06 1.41 -3.41
51 H 2.13 -0.23 -4.09
52 H 2.26 0.53 -1.35
53 C -2.73 -0.48 -4.37
54 C -1.58 -1.18 -4.75
55 C -1.04 -2.15 -3.90
56 C -1.61 -2.49 -2.67
57 C -2.76 -1.77 -2.32
58 C -3.32 -0.78 -3.15
59 H -3.14 0.29 -5.01
60 H -1.11 -0.95 -5.70
61 H -0.12 -2.65 -4.21
62 H -3.26 -1.97 -1.38
63 H -4.21 -0.24 -2.83
64 N -0.96 1.61 -1.64
65 C -1.36 2.52 -2.21
66 C -1.87 3.65 -2.95
67 C -3.14 3.58 -3.50
68 C -3.65 4.66 -4.20
69 C -2.90 5.81 -4.34
70 C -1.63 5.88 -3.78
71 C -1.11 4.80 -3.09
72 H -3.71 2.66 -3.37
73 H -4.64 4.60 -4.64
74 H -3.30 6.66 -4.88
75 H -1.04 6.78 -3.89
76 H -0.11 4.84 -2.66
77 C 2.34 4.92 0.94
78 Ge 3.46 3.53 0.05
79 C 5.19 3.63 1.02
80 C 3.85 4.35 -1.71
81 C 2.58 1.84 -0.12
82 H 2.83 5.90 0.91
83 H 2.16 4.65 1.99
84 H 1.37 5.00 0.44
85 H 5.62 4.63 0.96
86 H 5.90 2.91 0.60
87 H 5.04 3.37 2.07
88 H 4.24 5.37 -1.60
89 H 2.94 4.39 -2.31
90 H 4.59 3.76 -2.26
91 H 2.63 1.33 0.85
92 C -0.44 -5.46 -2.68
93 Sb -0.04 -3.87 -1.25
94 C 1.28 -5.44 -0.17
95 C -1.74 -4.38 -0.01
96 H -0.68 -6.36 -2.11
97 H 0.44 -5.66 -3.30
98 H -1.28 -5.18 -3.31
99 H 0.74 -6.33 0.18
100 H 1.80 -4.99 0.68
101 H 2.04 -5.76 -0.89
102 H -1.58 -5.36 0.43
103 H -2.63 -4.38 -0.64
104 H -1.87 -3.65 0.79

Calculated values
Energy relative to the best compared isomer or geometry (same formula, charge and spin): 3.2 kcal/mol
Net charge: -2
E_HOMO (spin up / spin down): -1.002 / 0.351 eV

***

Formula: C42H49N9RuSSe
Source: the Open Molecules 2025 dataset
Level of theory: ωB97M-V/def2-TZVPD

Positions of all 103 atoms, in Å:
1 Ru 1.26 0.60 -0.64
2 C 1.37 3.22 -2.39
3 N 2.14 2.75 -1.22
4 C 2.06 3.77 -0.16
5 C 0.76 3.70 0.57
6 C 0.09 4.83 1.00
7 C -0.96 4.67 1.89
8 C -1.27 3.39 2.32
9 C -0.59 2.32 1.78
10 N 0.40 2.46 0.89
11 C 3.57 2.55 -1.51
12 C 3.83 1.30 -2.29
13 C 4.97 1.18 -3.07
14 C 5.17 0.01 -3.78
15 C 4.20 -0.97 -3.72
16 C 3.10 -0.77 -2.92
17 N 2.92 0.33 -2.17
18 C 0.73 2.13 -3.20
19 C 0.45 2.37 -4.53
20 C -0.25 1.44 -5.28
21 C -0.64 0.27 -4.65
22 C -0.31 0.09 -3.32
23 N 0.37 0.99 -2.58
24 H 1.99 3.85 -3.03
25 H 0.56 3.86 -2.02
26 H 2.25 4.77 -0.54
27 H 2.85 3.54 0.56
28 H 0.41 5.81 0.67
29 H -1.50 5.53 2.26
30 H -2.03 3.23 3.08
31 H -0.81 1.31 2.09
32 H 4.09 2.48 -0.56
33 H 3.98 3.42 -2.04
34 H 5.68 2.00 -3.12
35 H 6.05 -0.11 -4.40
36 H 4.28 -1.88 -4.30
37 H 2.31 -1.51 -2.89
38 H 0.76 3.31 -4.98
39 H -0.48 1.62 -6.32
40 H -1.19 -0.50 -5.17
41 H -0.63 -0.81 -2.82
42 C 5.34 1.17 2.61
43 N 4.94 -0.08 1.96
44 C 5.72 -1.22 1.88
45 C 5.00 -2.15 1.23
46 N 3.76 -1.57 0.93
47 C 3.76 -0.30 1.37
48 S 2.50 0.85 1.30
49 C 2.69 -2.27 0.32
50 C 2.70 -3.65 0.48
51 C 1.83 -4.43 -0.26
52 C 0.96 -3.79 -1.12
53 C 0.95 -2.41 -1.14
54 N 1.79 -1.61 -0.44
55 H 6.21 0.97 3.22
56 H 4.54 1.54 3.24
57 H 5.59 1.92 1.85
58 H 6.71 -1.26 2.28
59 H 5.26 -3.15 0.94
60 H 3.39 -4.10 1.17
61 H 1.85 -5.51 -0.16
62 H 0.27 -4.34 -1.74
63 H 0.24 -1.91 -1.76
64 C -4.44 1.13 -2.05
65 C -4.94 0.27 -0.89
66 C -5.12 1.05 0.40
67 C -3.81 1.43 1.09
68 N -3.16 0.26 1.71
69 C -2.09 -0.43 1.28
70 Se -1.25 -0.02 -0.38
71 N -1.89 -1.46 2.11
72 C -0.91 -2.54 1.94
73 C -1.57 -3.87 1.61
74 C -2.37 -3.94 0.30
75 C -3.78 -3.37 0.41
76 C -2.81 -1.41 3.15
77 C -3.01 -2.22 4.26
78 C -4.06 -1.89 5.09
79 C -4.89 -0.78 4.82
80 C -4.69 0.02 3.72
81 C -3.63 -0.32 2.89
82 H -4.38 0.55 -2.97
83 H -3.44 1.54 -1.86
84 H -5.11 1.97 -2.23
85 H -4.25 -0.57 -0.73
86 H -5.89 -0.18 -1.17
87 H -5.75 0.50 1.10
88 H -5.65 1.99 0.19
89 H -3.97 2.15 1.88
90 H -3.11 1.85 0.37
91 H -0.32 -2.62 2.85
92 H -0.25 -2.20 1.14
93 H -2.25 -4.16 2.42
94 H -0.77 -4.62 1.62
95 H -2.45 -4.98 0.00
96 H -1.83 -3.42 -0.49
97 H -4.33 -3.84 1.23
98 H -4.35 -3.55 -0.50
99 H -3.79 -2.29 0.59
100 H -2.37 -3.07 4.47
101 H -4.25 -2.49 5.97
102 H -5.70 -0.56 5.50
103 H -5.33 0.87 3.53

Calculated values
Energy relative to the best compared isomer or geometry (same formula, charge and spin): 43.0 kcal/mol
2S+1: 2
Expectation value of S²: 0.758
Net charge: +3
E_HOMO (spin up / spin down): -15.242 / -15.298 eV

***

Formula: C42H50N2O2P
Source: the Open Molecules 2025 dataset
Level of theory: ωB97M-V/def2-TZVPD

Positions of all 97 atoms, in Å:
1 C -4.12 2.58 -0.41
2 C -3.89 1.09 -0.67
3 C -4.50 0.74 -2.03
4 C -4.50 0.26 0.46
5 C -5.90 0.15 0.48
6 C -6.55 -0.60 1.46
7 C -5.80 -1.25 2.44
8 C -4.41 -1.15 2.44
9 C -3.62 -1.85 3.53
10 C -4.02 -3.31 3.70
11 C -3.74 -1.08 4.83
12 C -3.77 -0.39 1.46
13 N -2.31 -0.35 1.57
14 P -1.42 -1.90 1.62
15 H 0.67 1.04 -1.69
16 N -0.03 -0.84 2.01
17 C 1.24 -1.46 2.39
18 C 2.46 -1.21 1.74
19 C 2.65 -0.23 0.58
20 C 3.46 -0.84 -0.57
21 C 3.34 1.05 1.04
22 C 3.62 -1.86 2.19
23 C 3.55 -2.73 3.28
24 C 2.34 -2.95 3.92
25 C 1.18 -2.33 3.47
26 C -0.14 -2.58 4.19
27 C -0.17 -1.82 5.51
28 C -0.40 -4.07 4.39
29 C -0.48 0.24 2.78
30 C -1.77 0.53 2.52
31 H -3.78 2.86 0.60
32 H -3.57 3.19 -1.14
33 H -5.19 2.82 -0.49
34 H -2.81 0.89 -0.68
35 H -4.19 -0.28 -2.32
36 H -5.60 0.78 -2.01
37 H -4.15 1.43 -2.81
38 H -6.51 0.66 -0.27
39 H -7.64 -0.69 1.46
40 H -6.30 -1.84 3.22
41 H -2.54 -1.84 3.25
42 H -3.99 -3.85 2.75
43 H -3.38 -3.83 4.41
44 H -5.05 -3.36 4.08
45 H -3.37 -0.05 4.75
46 H -4.80 -1.03 5.11
47 H -3.21 -1.57 5.66
48 H 1.65 0.01 0.21
49 H 2.93 -1.70 -1.01
50 H 3.62 -0.08 -1.34
51 H 4.45 -1.18 -0.24
52 H 2.83 1.47 1.91
53 H 4.39 0.86 1.31
54 H 3.33 1.79 0.24
55 H 4.58 -1.69 1.70
56 H 4.44 -3.25 3.64
57 H 2.27 -3.62 4.79
58 H -0.97 -2.19 3.56
59 H -0.06 -0.74 5.37
60 H -1.11 -2.00 6.05
61 H 0.65 -2.17 6.13
62 H -0.31 -4.62 3.45
63 H 0.33 -4.47 5.10
64 H -1.41 -4.24 4.80
65 H 0.17 0.79 3.45
66 H -2.34 1.33 2.97
67 C 8.20 2.61 -5.86
68 O 7.47 1.36 -5.69
69 C 6.16 1.38 -5.34
70 C 5.57 0.16 -4.92
71 C 4.32 0.14 -4.33
72 C 3.61 1.38 -4.20
73 C 2.32 1.46 -3.57
74 O 1.69 2.69 -3.61
75 C 0.29 2.75 -3.54
76 C -0.43 1.58 -3.27
77 C -1.77 1.48 -3.66
78 C -2.37 2.55 -4.33
79 C -1.64 3.75 -4.52
80 C -0.30 3.86 -4.14
81 C 0.31 0.51 -2.57
82 C 1.67 0.34 -3.11
83 C 4.16 2.57 -4.69
84 C 5.40 2.57 -5.29
85 H 9.23 2.28 -6.00
86 H 7.85 3.15 -6.75
87 H 8.11 3.26 -4.98
88 H 6.16 -0.73 -5.02
89 H 3.87 -0.77 -3.94
90 H -2.25 0.49 -3.49
91 H -3.40 2.44 -4.68
92 H -2.11 4.57 -5.07
93 H 0.33 4.73 -4.34
94 H -0.22 -0.41 -2.29
95 H 2.11 -0.65 -2.94
96 H 3.60 3.51 -4.56
97 H 5.79 3.52 -5.65

Calculated values
Net charge: +1
E_HOMO: -9.097 eV